Model A:
6
Properties=species:S:1:pos:R:3:nbo_charge:R:1 method="wB97M-V/def2-TZVPD" lumo_energy_ev="-0.948 / -0.671" orbital_gap_ev="8.721 / 7.747"
C -0.3302 -0.2067 0.2815 -0.0413
F -0.4993 -1.2381 1.2210 -0.3684
S 0.6360 -0.7217 -1.0754 0.0491
I -2.0917 0.8872 -0.1686 0.1723
H 1.5021 0.6858 1.4200 0.0168
H 0.7831 0.5934 -1.6786 0.1714


Model B:
6
Properties=species:S:1:pos:R:3:nbo_charge:R:1 method="wB97M-V/def2-TZVPD" lumo_energy_ev="-0.548 / -0.614" orbital_gap_ev="9.018 / 7.537"
C 0.1617 0.4273 -0.1609 0.0016
F 0.5565 1.5261 -0.6368 -0.3239
S -1.2077 -0.3140 -1.0186 0.0118
I 1.6623 -0.8866 0.2490 0.1589
H 0.0173 0.9085 2.1080 -0.0239
H -1.1901 -1.6613 -0.5406 0.1755


Ranking the structures above by energy, model A is first and the second is 6.2 kJ/mol behind.